{"formula": "C4H9O2P", "method": "the ωB97M-V functional and the def2-TZVPD basis", "species": ["C", "C", "C", "C", "O", "O", "P", "H", "H", "H", "H", "H", "H", "H", "H", "H"], "positions_angstrom": [[0.7560, 0.4167, 0.6717], [0.3282, -0.3544, -0.4238], [0.8847, 1.9058, 0.4984], [0.4934, -1.8524, -0.3676], [-2.3848, -0.6872, 0.8910], [-2.0499, 1.2642, -0.8508], [-1.8413, -0.1258, -0.3457], [0.9547, 0.0823, 1.7143], [0.4507, 0.1087, -1.3515], [0.6734, 2.2201, -0.5916], [1.7489, 2.3163, 0.9073], [0.1595, 2.3771, 1.2388], [1.5788, -2.0614, -0.6878], [-0.3532, -2.5275, -0.7691], [0.6329, -1.9728, 0.7899], [-2.0320, -1.1097, -1.3234]], "forces_ev_per_angstrom": [[-0.4757, 0.8187, -1.4288], [1.1426, -0.3479, 2.8414], [-2.8861, -0.4122, -0.9598], [1.3761, -0.8583, 2.5567], [0.5899, -0.1756, 0.5768], [0.7722, -1.3942, 0.3342], [-2.0386, 1.8855, -0.4102], [-0.4362, -0.3838, -1.0023], [-0.1664, 0.9321, -1.4483], [0.3337, -0.2770, 2.0132], [2.1237, 0.3828, 0.2758], [0.1215, -0.5100, -1.1641], [-1.9235, -0.2092, -0.2961], [1.7164, 1.1777, 0.4968], [-0.7708, -0.7008, -1.9967], [0.5213, 0.0721, -0.3885]], "homo_energy_ev": -10.12, "lumo_ev": -1.2, "largest_force_ev_per_a": 3.08}